Entry 1:
Density functional theory data (ωB97M-V with the def2-TZVPD basis set) for a 5-piece molecular cluster, C20H46B2NO18S5 overall at a distorted geometry.

Net charge: -1
HOMO level (eV): -4.32
Frontier orbital gap (eV): 6.192

The geometry in XYZ format:
```
92
C20H46B2NO18S5 ωB97M-V with the def2-TZVPD basis set
C -1.552 -3.366 0.319
C -2.025 -2.169 -0.649
O -1.429 -2.205 -1.959
C -0.019 -1.898 -1.939
C 0.334 -0.339 -1.919
C 0.403 0.326 -0.465
C 1.918 0.637 0.031
C 2.486 -0.719 0.670
B 2.793 -0.671 2.282
C 3.174 -2.245 2.725
S 2.006 -2.978 3.976
C 1.192 -4.492 3.234
C -0.347 -4.644 3.639
B 1.597 0.013 3.216
O 2.030 0.956 4.271
N 0.103 -0.203 3.097
C -0.451 1.183 2.818
C -0.505 -0.541 4.444
H -2.071 -3.295 1.331
H -0.425 -3.317 0.551
H -1.701 -4.389 -0.184
H -3.151 -2.348 -0.811
H -1.964 -1.144 -0.136
H 0.408 -2.310 -2.927
H 0.570 -2.424 -1.116
H -0.355 0.213 -2.652
H 1.384 -0.242 -2.374
H -0.045 -0.331 0.367
H -0.216 1.298 -0.512
H 2.509 0.875 -0.925
H 1.987 1.554 0.699
H 1.731 -1.562 0.494
H 3.425 -1.014 0.065
H 3.791 -0.023 2.457
H 4.280 -2.346 3.032
H 3.078 -2.905 1.782
H 1.255 -4.410 2.100
H 1.744 -5.445 3.560
H -0.442 -5.097 4.694
H -0.910 -5.330 2.910
H -0.921 -3.661 3.640
H 2.669 0.476 4.838
H 0.033 1.680 1.920
H -0.312 1.885 3.722
H -1.593 1.111 2.678
H -1.232 0.264 4.808
H -1.098 -1.520 4.415
H 0.295 -0.685 5.251
C 1.823 5.894 0.504
C 2.953 4.954 0.117
O 2.379 4.056 -0.831
S 1.239 4.833 -1.680
O 1.817 5.268 -2.915
O 0.027 4.074 -1.615
O 1.094 6.124 -0.703
H 1.149 5.424 1.226
H 2.191 6.836 0.912
H 3.352 4.408 0.971
H 3.765 5.495 -0.379
C 2.920 1.980 -6.766
C 1.995 3.186 -6.826
O 1.341 3.214 -5.558
S 2.351 2.639 -4.425
O 2.975 3.748 -3.771
O 1.682 1.601 -3.705
O 3.432 1.964 -5.435
H 2.368 1.051 -6.931
H 3.735 2.050 -7.487
H 1.266 3.112 -7.633
H 2.563 4.115 -6.934
C -2.784 6.347 -2.898
C -2.372 5.322 -3.941
O -3.313 5.478 -5.005
S -3.765 7.034 -5.085
O -2.986 7.678 -6.099
O -5.195 7.091 -5.054
O -3.196 7.497 -3.639
H -3.638 5.994 -2.314
H -1.965 6.600 -2.225
H -2.395 4.304 -3.554
H -1.375 5.538 -4.335
C -4.366 -8.436 4.562
C -2.851 -8.305 4.599
O -2.475 -7.984 3.261
S -3.653 -7.107 2.574
O -3.301 -5.725 2.675
O -4.017 -7.728 1.338
O -4.810 -7.414 3.670
H -4.668 -9.403 4.150
H -4.816 -8.304 5.546
H -2.362 -9.222 4.927
H -2.542 -7.478 5.245
```

These are the Mulliken partial charges, in e, on atoms 1 to 2: -0.272, -0.189

***

Entry 2:
Density functional theory data (ωB97M-V with the def2-TZVPD basis set) for C20H46IrOP4 as an isolated structure at a distorted geometry.

Net charge: +4
2S+1: 6
⟨S²⟩: 8.774
HOMO level (spin up / spin down) (eV): -18.29 / -21.03
Frontier orbital gap (spin up / spin down) (eV): 7.726 / 5.635

The geometry in XYZ format:
```
72
C20H46IrOP4 ωB97M-V with the def2-TZVPD basis set
Ir 0.584 1.906 0.490
P 1.692 0.096 1.317
P 2.113 3.569 0.573
P -1.738 -3.921 0.042
H 1.415 1.835 -2.055
C 0.566 1.470 -1.465
C -0.496 2.417 -1.134
H -0.387 3.448 -1.490
C 2.767 -0.684 0.062
C 2.789 0.537 2.712
C 0.650 -1.274 1.932
C 1.631 5.005 -0.430
C 2.350 4.137 2.279
C 3.730 3.027 -0.072
C -3.195 -4.726 -0.700
C -2.035 -4.192 1.830
C -0.441 -5.131 -0.399
H 0.249 0.449 -1.717
H -1.516 2.014 -1.158
H 3.543 -1.292 0.549
H 3.256 0.076 -0.558
H 2.169 -1.336 -0.588
H 3.057 -0.375 3.265
H 2.280 1.222 3.401
H 3.708 1.017 2.350
H 0.819 -2.184 1.337
H -0.418 -1.027 1.867
H 0.898 -1.504 2.979
H 2.507 5.654 -0.559
H 0.819 5.546 0.071
H 1.278 4.688 -1.416
H 3.328 3.808 2.647
H 1.562 3.739 2.928
H 2.294 5.231 2.284
H 4.275 3.916 -0.409
H 3.597 2.351 -0.923
H 4.307 2.509 0.701
H -3.728 -5.258 0.094
H -2.869 -5.421 -1.482
H -3.842 -3.963 -1.154
H -2.872 -4.887 1.974
H -2.289 -3.218 2.275
H -1.127 -4.585 2.306
H -0.916 -6.063 -0.723
H 0.197 -5.305 0.474
H 0.165 -4.721 -1.219
C -1.509 -1.681 -3.068
C -0.209 -2.235 -3.158
C 0.399 -2.295 -4.414
C -0.279 -1.846 -5.551
C -1.579 -1.342 -5.451
C -2.210 -1.270 -4.213
O -2.176 -1.534 -1.878
H -1.819 -2.140 -1.214
H 0.275 -2.609 -2.244
H 1.410 -2.709 -4.486
H 0.218 -1.912 -6.516
H -2.107 -1.001 -6.338
H -3.225 -0.897 -4.091
C -2.469 0.693 1.289
P -1.228 1.904 1.868
C -2.057 3.521 1.837
C -0.866 1.522 3.610
H -2.444 0.592 0.196
H -3.463 1.048 1.589
H -2.305 -0.294 1.737
H -3.076 3.409 2.228
H -1.501 4.234 2.457
H -2.103 3.896 0.808
H -1.732 1.819 4.216
H -0.683 0.450 3.750
H 0.015 2.080 3.948
```

These are the Mulliken partial charges, in e, on atoms 1 to 2: 0.255, 1.105

***

Entry 3:
Density functional theory data (ωB97M-V with the def2-TZVPD basis set) for C20H46LaO2P4 as an isolated structure at a distorted geometry.

Net charge: +3
HOMO level (spin up / spin down) (eV): -16.18 / -15.50
Frontier orbital gap (spin up / spin down) (eV): 7.221 / 5.451

The geometry in XYZ format:
```
73
C20H46LaO2P4 ωB97M-V with the def2-TZVPD basis set
La -2.971 0.646 -1.031
P 1.118 -0.606 1.232
P 2.152 2.402 -1.677
P -1.881 -2.209 -0.825
H -1.430 2.060 -2.700
C -2.559 2.290 -2.597
C -3.087 2.940 -1.468
H -2.465 3.604 -0.857
C 2.527 -1.415 0.319
C 2.179 0.238 2.514
C 0.670 -2.080 2.259
C 1.564 3.656 -2.846
C 1.474 2.928 -0.088
C 3.932 2.343 -1.454
C -3.141 -2.676 -2.090
C -2.313 -3.323 0.559
C -0.367 -3.020 -1.479
H -3.191 2.118 -3.508
H -4.177 3.013 -1.261
H 3.215 -1.901 1.038
H 3.068 -0.643 -0.249
H 2.140 -2.146 -0.407
H 2.615 -0.513 3.194
H 1.576 0.939 3.108
H 2.991 0.813 2.044
H 1.554 -2.419 2.822
H 0.290 -2.905 1.636
H -0.100 -1.793 2.985
H 2.476 4.233 -3.092
H 0.866 4.302 -2.287
H 1.064 3.225 -3.743
H 1.994 3.881 0.145
H 1.660 2.204 0.721
H 0.388 3.128 -0.155
H 4.338 3.239 -1.956
H 4.340 1.423 -1.894
H 4.148 2.325 -0.369
H -3.340 -3.752 -1.974
H -2.754 -2.468 -3.104
H -4.081 -2.112 -1.957
H -3.101 -4.023 0.249
H -2.683 -2.689 1.379
H -1.427 -3.886 0.896
H -0.631 -3.869 -2.134
H 0.251 -3.388 -0.645
H 0.222 -2.268 -2.030
C -0.118 -0.184 -3.979
C 0.965 -0.598 -4.839
C 0.721 -1.224 -6.058
C -0.608 -1.486 -6.464
C -1.667 -1.026 -5.670
C -1.452 -0.437 -4.436
O 0.138 0.341 -2.840
H 1.828 1.155 -2.264
H 1.967 -0.357 -4.467
H 1.546 -1.522 -6.724
H -0.867 -2.016 -7.390
H -2.720 -1.092 -6.016
H -2.308 -0.127 -3.812
C -1.857 0.641 3.354
P -2.552 1.907 2.301
C -4.319 1.848 2.495
C -1.788 3.440 2.714
O -2.229 1.562 0.835
H -0.759 0.729 3.390
H -2.115 -0.350 2.950
H -2.261 0.699 4.380
H -4.575 2.190 3.509
H -4.839 2.466 1.749
H -4.680 0.821 2.355
H -0.704 3.352 2.593
H -2.190 4.243 2.094
H -1.965 3.723 3.758
```

These are the Mulliken partial charges, in e, on atoms 1 to 2: 1.433, 0.698

***

no.,total energy (eV)
1,-115354.170
2,-63485.153
3,-63570.096